Model a:
# C9H9N3O

A structure of composition C9H9N3O (ωB97M-V/def2-TZVPD, the Open Molecules 2025 dataset).

Results
- frontier orbital gap (Ha) = 0.2473
- total charge = 0
- E_HOMO (Eh) = -0.268

Cartesian coordinates (Å):
C1 1.196 2.377 2.218
C2 2.158 1.730 1.415
C3 -0.201 2.039 2.124
C4 1.756 0.837 0.513
C5 -0.587 1.068 1.281
C6 0.411 0.356 0.481
C7 -0.677 -1.105 -1.167
C8 -0.346 -2.409 -1.753
C9 -2.055 -0.517 -1.453
N1 1.584 -1.962 -0.455
N2 -1.083 -3.090 -2.486
N3 0.193 -0.671 -0.326
O1 0.864 -2.701 -1.272
H1 1.354 3.212 2.846
H2 3.186 1.845 1.565
H3 -0.850 2.691 2.639
H4 2.461 0.536 -0.231
H5 -1.548 0.722 1.418
H6 -2.664 -0.650 -0.641
H7 -2.374 -0.972 -2.443
H8 -1.997 0.680 -1.594
H9 -0.781 -4.018 -2.679


Model b:
# C9H9N3O

The molecule C9H9N3O (ωB97M-V/def2-TZVPD, the Open Molecules 2025 dataset).

Results
- frontier orbital gap (Ha) = 0.2872
- structure (SMILES) = CC(=O)/C(C#N)=C1\C=CC=CN1N
- total charge = 0
- E_HOMO (Eh) = -0.299

Cartesian coordinates (Å):
C1 -3.537 -0.449 -0.502
C2 -2.082 -0.876 -0.161
O1 -1.787 -2.069 -0.118
C3 -1.120 0.156 0.117
C4 -1.479 1.545 0.161
N1 -1.578 2.693 0.219
C5 0.324 -0.080 0.186
C6 0.773 -1.441 0.251
C7 2.026 -1.870 0.316
C8 3.011 -0.841 0.201
C9 2.674 0.446 0.067
N2 1.367 0.890 0.174
N3 1.372 2.299 -0.099
H1 -3.355 0.589 -0.589
H2 -4.207 -0.691 0.200
H3 -3.871 -0.903 -1.431
H4 -0.139 -2.066 0.191
H5 2.358 -2.861 0.341
H6 4.026 -1.031 0.079
H7 3.340 1.301 -0.107
H8 1.541 2.646 0.788
H9 0.346 2.614 -0.285


Which structure wins on stability? model b wins.


Model a:
# C17H19ClN2O2

The molecule C17H19ClN2O2 (ωB97M-V/def2-TZVPD, the Open Molecules 2025 dataset).

Results
- frontier orbital gap (Ha) = 0.3177
- structure (SMILES) = COc1ccc(C#CC(=O)N2C[C@@H]3CNC[C@@H](C3)C2)cc1Cl
- total charge = 0
- E_HOMO (Eh) = -0.303

Cartesian coordinates (Å):
C1 4.102 5.099 -3.440
O1 3.770 3.800 -3.985
C2 2.688 3.021 -3.513
C3 1.480 3.503 -3.072
C4 0.448 2.726 -2.632
C5 0.667 1.345 -2.511
C6 -0.336 0.515 -1.850
C7 -1.265 -0.102 -1.355
C8 -2.064 -1.057 -0.662
O2 -3.241 -1.110 -1.033
N1 -1.720 -1.783 0.473
C9 -2.847 -2.434 1.277
C10 -2.522 -2.715 2.849
C11 -2.600 -1.505 3.786
N2 -1.690 -0.476 3.168
C12 -0.226 -0.833 2.982
C13 -0.017 -2.260 2.402
C14 -1.092 -3.333 2.918
C15 -0.278 -2.093 0.857
C16 1.883 0.818 -2.997
C17 2.880 1.670 -3.525
Cl1 4.497 0.911 -3.968
H1 5.176 5.330 -3.617
H2 3.549 5.784 -4.030
H3 3.976 5.146 -2.318
H4 1.395 4.604 -3.177
H5 -0.495 3.163 -2.409
H6 -3.156 -3.339 0.859
H7 -3.746 -1.876 1.307
H8 -3.308 -3.436 3.210
H9 -2.126 -1.771 4.722
H10 -3.579 -1.075 3.847
H11 -2.048 -0.138 2.257
H12 0.141 -0.896 4.002
H13 0.290 -0.082 2.402
H14 0.980 -2.638 2.579
H15 -0.843 -3.637 3.993
H16 -1.056 -4.274 2.297
H17 0.452 -1.320 0.489
H18 -0.021 -2.968 0.378
H19 1.903 -0.286 -2.956


Model b:
# C17H19ClN2O2

The molecule C17H19ClN2O2 (ωB97M-V/def2-TZVPD, the Open Molecules 2025 dataset).

Results
- frontier orbital gap (Ha) = 0.3455
- structure (SMILES) = Cc1ccc(C(C)C)c(OCC(=O)Nc2ccc(Cl)cn2)c1
- total charge = 0
- E_HOMO (Eh) = -0.321

Cartesian coordinates (Å):
C1 1.630 1.436 -2.463
C2 0.411 1.165 -1.636
C3 -0.103 2.140 -0.788
C4 -1.216 1.889 -0.013
C5 -1.849 0.650 -0.028
C6 -3.067 0.378 0.821
C7 -2.724 0.451 2.311
C8 -4.192 1.358 0.481
C9 -1.317 -0.335 -0.860
O1 -1.877 -1.609 -0.909
C10 -1.350 -2.543 0.017
C11 0.178 -2.611 -0.038
O2 0.783 -3.471 -0.631
N1 0.767 -1.578 0.639
C12 2.075 -1.124 0.541
C13 3.094 -1.815 -0.115
C14 4.340 -1.222 -0.179
C15 4.523 0.021 0.415
Cl1 6.058 0.807 0.354
C16 3.450 0.621 1.060
N2 2.259 0.061 1.116
C17 -0.215 -0.069 -1.666
H1 1.521 2.367 -3.014
H2 2.503 1.530 -1.816
H3 1.810 0.628 -3.167
H4 0.376 3.108 -0.741
H5 -1.599 2.670 0.625
H6 -3.424 -0.630 0.587
H7 -2.376 1.446 2.577
H8 -1.942 -0.262 2.571
H9 -3.604 0.224 2.909
H10 -3.912 2.377 0.733
H11 -5.091 1.102 1.036
H12 -4.418 1.316 -0.582
H13 -1.763 -3.509 -0.283
H14 -1.672 -2.304 1.043
H15 0.171 -0.901 1.102
H16 2.901 -2.776 -0.562
H17 5.158 -1.712 -0.683
H18 3.547 1.584 1.541
H19 0.154 -0.857 -2.306


Which structure wins on stability? model b wins.


Model a:
# C4H5ClN2

The molecule C4H5ClN2 (ωB97M-V/def2-TZVPD, the Open Molecules 2025 dataset).

Results
- frontier orbital gap (Ha) = 0.3845
- structure (SMILES) = ClC1(C2CC2)N=N1
- total charge = 0
- E_HOMO (Eh) = -0.376

Cartesian coordinates (Å):
Cl1 0.997 -2.667 0.370
C1 -0.219 -1.445 -0.099
C2 -0.020 -0.098 0.592
C3 0.939 0.925 -0.006
C4 -0.487 1.151 0.026
N1 -0.766 -1.555 -1.385
N2 -1.464 -1.994 -0.487
H1 -0.145 -0.257 1.705
H2 1.366 0.953 -0.924
H3 1.611 1.639 0.648
H4 -0.815 2.099 0.534
H5 -0.996 1.251 -0.974


Model b:
# C4H5ClN2

The molecule C4H5ClN2 (ωB97M-V/def2-TZVPD, the Open Molecules 2025 dataset).

Results
- frontier orbital gap (Ha) = 0.3386
- structure (SMILES) = Cc1ccn(Cl)n1
- total charge = 0
- E_HOMO (Eh) = -0.317

Cartesian coordinates (Å):
C1 -0.584 -1.340 -1.267
C2 -0.045 -0.287 -0.353
C3 0.361 -0.366 0.972
C4 0.580 0.872 1.441
N1 0.290 1.762 0.408
Cl1 0.399 3.463 0.474
N2 -0.073 1.211 -0.695
H1 -1.660 -1.718 -1.020
H2 -0.663 -1.024 -2.366
H3 -0.037 -2.274 -1.260
H4 0.405 -1.360 1.351
H5 1.027 1.060 2.314


Which structure wins on stability? model b wins.


Model a:
# C9H17N2

A cluster of 2 separate species, C9H17N2 in total (ωB97M-V/def2-TZVPD, the Open Molecules 2025 dataset).

Results
- frontier orbital gap (Ha) = 0.3566
- total charge = +1
- E_HOMO (Eh) = -0.485

Cartesian coordinates (Å):
C1 0.398 2.761 1.318
C2 0.721 1.645 0.981
C3 -2.278 -2.411 -0.006
C4 -2.012 -1.434 -0.889
C5 2.549 0.557 -0.379
C6 0.029 -0.558 2.424
C7 -0.317 1.377 -1.894
C8 -0.612 -0.913 -1.231
C9 1.164 0.433 0.480
N1 0.983 -0.610 1.299
N2 -0.480 0.474 -0.801
H1 0.299 3.810 1.442
H2 -3.271 -2.910 0.010
H3 -1.541 -2.896 0.494
H4 -2.798 -0.908 -1.403
H5 3.371 0.901 0.219
H6 2.418 1.294 -1.184
H7 2.715 -0.346 -0.880
H8 0.494 -1.101 3.299
H9 -0.088 0.578 2.692
H10 -0.967 -0.915 2.237
H11 0.507 1.954 -1.646
H12 -0.064 0.744 -2.730
H13 -1.143 2.062 -1.939
H14 -0.474 -1.219 -2.236
H15 0.072 -1.550 -0.634
H16 1.556 -1.498 1.215
H17 -1.231 0.678 -0.258


Model b:
# C9H17N2

The ion C9H17N2 with charge +1 (ωB97M-V/def2-TZVPD, the Open Molecules 2025 dataset).

Results
- frontier orbital gap (spin up / spin down) (Ha) = 0.3015 / 0.3512
- total charge = +1
- E_HOMO (spin up / spin down) (Eh) = -0.459 / -0.474

Cartesian coordinates (Å):
C1 0.093 0.514 0.197
C2 1.457 0.570 0.382
C3 -2.617 -0.375 -0.266
C4 -1.006 1.399 0.638
C5 -2.338 1.165 -0.085
C6 2.421 1.695 0.614
C7 -3.992 -0.771 -0.653
C8 1.722 -1.822 0.887
C9 2.148 -0.970 -1.369
N1 -1.831 -1.301 -0.060
N2 2.177 -0.704 0.084
H1 -1.053 1.264 1.666
H2 -0.863 2.522 0.265
H3 -2.351 1.537 -1.056
H4 -3.263 1.487 0.398
H5 1.926 2.453 1.300
H6 2.789 2.172 -0.201
H7 3.184 1.272 1.286
H8 -3.948 -1.616 -1.265
H9 -4.467 0.117 -1.172
H10 -4.674 -1.058 0.213
H11 2.301 -2.666 0.699
H12 1.867 -1.472 1.886
H13 0.648 -1.925 0.572
H14 1.205 -1.220 -1.780
H15 2.588 -0.128 -1.861
H16 2.772 -1.797 -1.648
H17 3.106 -0.341 0.332


Which structure wins on stability? model a wins.


Model a:
# C3H40N2O16

A cluster of 16 separate species, C3H40N2O16 in total (ωB97M-V/def2-TZVPD, the Open Molecules 2025 dataset).

Results
- frontier orbital gap (Ha) = 0.3466
- total charge = 0
- E_HOMO (Eh) = -0.346

Cartesian coordinates (Å):
C1 0.587 -2.837 -1.027
C2 1.237 -1.420 -1.088
N1 3.253 0.400 -0.331
C3 3.480 -0.326 -1.566
N2 2.765 -1.624 -1.247
H1 1.183 -3.572 -0.376
H2 0.352 -3.375 -2.031
H3 -0.386 -3.024 -0.539
H4 1.116 -0.916 -0.183
H5 0.598 -0.806 -1.850
H6 2.683 -0.085 0.310
H7 3.187 1.457 -0.549
H8 4.565 -0.561 -1.918
H9 -2.113 -2.829 2.251
H10 -3.027 -2.852 1.090
O1 -2.478 -3.371 1.629
H11 2.723 -2.106 0.865
H12 4.202 -2.510 0.654
O2 3.512 -2.398 1.330
H13 -1.655 -2.231 4.082
H14 -2.046 -1.226 3.128
O3 -1.289 -1.709 3.308
H15 -2.944 2.254 1.341
H16 -1.852 1.900 2.403
O4 -2.777 2.188 2.211
H17 -3.429 1.426 -1.623
H18 -1.082 2.447 -0.862
O5 -1.969 2.493 -0.602
H19 3.268 -0.575 2.330
H20 1.643 -0.919 2.660
O6 2.384 -0.194 2.549
H21 -3.917 -0.814 1.697
H22 -3.377 0.422 2.837
O7 -3.487 -0.559 2.630
H23 -0.032 1.623 1.058
H24 1.396 2.016 1.086
O8 0.583 2.136 0.592
H25 -0.634 0.470 3.486
H26 0.231 1.688 3.923
O9 -0.429 1.387 3.317
H27 1.061 1.452 -2.088
H28 3.352 0.692 -3.304
O10 2.816 0.135 -2.708
H29 -0.640 -0.184 0.444
H30 -1.458 -1.400 0.377
O11 -1.414 -0.537 0.133
H31 -2.059 1.323 -1.989
H32 2.829 -2.366 -1.803
O12 -2.901 1.003 -2.287
H33 -3.445 -0.229 -0.593
H34 -4.886 -0.337 -0.048
O13 -4.033 -0.827 -0.162
H35 -2.206 3.307 -0.371
H36 1.238 1.680 -3.539
O14 0.779 2.082 -2.720
H37 1.958 3.513 -0.286
H38 2.252 3.105 -1.856
O15 2.513 3.442 -1.015
H39 -0.870 0.354 -3.872
H40 -0.663 1.616 -4.674
O16 -0.249 0.708 -4.614


Model b:
# C3H40N2O16

A cluster of 16 separate species, C3H40N2O16 in total (ωB97M-V/def2-TZVPD, the Open Molecules 2025 dataset).

Results
- frontier orbital gap (Ha) = 0.3195
- total charge = 0
- E_HOMO (Eh) = -0.311

Cartesian coordinates (Å):
C1 -0.510 0.824 -0.631
N1 0.441 0.899 0.479
C2 0.588 2.159 1.200
O1 1.970 2.422 1.415
C3 0.003 -0.165 -1.713
N2 -0.573 -1.513 -1.590
H1 -0.636 1.795 -1.105
H2 -1.494 0.452 -0.284
H3 0.300 0.110 1.092
H4 0.234 3.015 0.623
H5 0.100 2.115 2.191
H6 2.357 1.727 2.002
H7 -0.153 0.298 -2.692
H8 1.073 -0.283 -1.574
H9 0.023 -2.189 -2.061
H10 -1.502 -1.567 -1.979
H11 -3.447 1.718 2.113
H12 -3.794 0.773 3.295
O2 -3.290 0.803 2.476
H13 2.682 2.129 -0.058
H14 2.332 0.986 -0.948
O3 2.905 1.766 -0.954
H15 3.400 -0.983 -1.034
H16 2.162 -1.232 -0.097
O4 2.432 -1.188 -1.042
H17 2.463 -0.296 2.503
H18 2.217 0.531 3.763
O5 2.839 0.458 3.015
H19 1.808 2.766 -1.938
H20 1.852 3.845 -3.067
O6 1.247 3.290 -2.552
H21 -4.543 1.172 -0.464
H22 -3.731 2.014 -1.493
O7 -4.446 2.075 -0.861
H23 0.208 -4.358 0.875
H24 -0.634 -3.132 1.218
O8 0.101 -3.689 1.561
H25 -1.471 -1.211 -0.439
H26 -1.278 -2.708 -0.599
O9 -1.698 -2.061 0.020
H27 1.391 -2.355 1.762
H28 0.656 -1.034 1.715
O10 1.561 -1.405 1.558
H29 -2.888 3.761 1.152
H30 -4.054 2.951 0.555
O11 -3.666 3.249 1.418
H31 5.437 0.050 -0.220
H32 4.354 0.777 -1.057
O12 4.920 -0.032 -1.013
H33 0.838 -2.861 -1.014
H34 0.218 -3.322 -2.321
O13 0.163 -3.467 -1.363
H35 -1.744 -0.061 2.459
H36 -1.316 -1.320 1.655
O14 -1.002 -0.697 2.341
H37 -3.778 -1.094 -0.002
H38 -4.079 -0.140 1.170
O15 -4.395 -0.418 0.282
H39 1.865 -2.248 -3.980
H40 1.751 -1.743 -2.521
O16 1.232 -2.160 -3.246


Which structure wins on stability? model b wins.


Model a:
# C3HN

The molecule C3HN (ωB97M-V/def2-TZVPD, the Open Molecules 2025 dataset).

Results
- frontier orbital gap (Ha) = 0.4271
- structure (SMILES) = C#CC#N
- total charge = 0
- E_HOMO (Eh) = -0.412

Cartesian coordinates (Å):
C1 0.936 1.361 0.709
C2 0.388 0.428 0.285
C3 -0.423 -0.500 -0.278
N1 -0.985 -1.398 -0.803
H1 1.493 2.055 1.329


Model b:
# C3HN

The molecule C3HN (ωB97M-V/def2-TZVPD, the Open Molecules 2025 dataset).

Results
- frontier orbital gap (Ha) = 0.4387
- structure (SMILES) = C#CC#N
- total charge = 0
- E_HOMO (Eh) = -0.417

Cartesian coordinates (Å):
C1 1.277 -0.029 -0.028
C2 0.125 -0.032 0.032
C3 -1.265 -0.060 -0.005
N1 -2.440 0.010 -0.010
H1 2.303 0.110 0.011


Which structure wins on stability? model b wins.


Model a:
# C3H13NO4

A cluster of 3 separate species, C3H13NO4 in total (ωB97M-V/def2-TZVPD, the Open Molecules 2025 dataset).

Results
- frontier orbital gap (Ha) = 0.3657
- structure (SMILES) = NC(CO)CO.O.O
- total charge = 0
- E_HOMO (Eh) = -0.341

Cartesian coordinates (Å):
N1 -0.534 1.442 -1.120
C1 -0.529 0.121 -0.529
C2 -1.206 0.075 0.865
O1 -0.201 -0.188 1.818
C3 -0.934 -0.983 -1.518
O2 0.135 -1.903 -1.529
H1 -1.016 2.223 -0.695
H2 0.366 1.861 -1.315
H3 0.457 -0.239 -0.232
H4 -1.855 -0.791 0.977
H5 -1.685 1.028 1.123
H6 0.494 0.441 2.037
H7 -1.147 -0.461 -2.460
H8 -1.913 -1.424 -1.283
H9 -0.191 -2.767 -1.806
O3 0.623 2.400 1.892
H10 -0.237 2.532 1.468
H11 1.088 1.892 1.213
O4 2.708 -1.370 0.541
H12 3.457 -1.983 0.561
H13 2.118 -1.906 -0.010


Model b:
# C3H13NO4

A cluster of 4 separate species, C3H13NO4 in total (ωB97M-V/def2-TZVPD, the Open Molecules 2025 dataset).

Results
- frontier orbital gap (Ha) = 0.3676
- structure (SMILES) = C[C@@H](N)C=O.O.O.O
- total charge = 0
- E_HOMO (Eh) = -0.343

Cartesian coordinates (Å):
C1 -0.988 -1.675 -1.752
C2 -0.606 -1.936 -0.290
N1 0.821 -1.987 -0.105
C3 -1.359 -0.921 0.559
O1 -0.836 -0.296 1.447
H1 -0.465 -2.423 -2.351
H2 -0.524 -0.760 -2.122
H3 -2.059 -1.734 -1.910
H4 -0.965 -2.947 -0.064
H5 1.036 -2.283 0.846
H6 1.270 -1.091 -0.236
H7 -2.394 -0.722 0.236
O2 1.390 1.202 1.996
H8 0.484 0.825 1.977
H9 1.247 2.149 2.211
O3 -0.775 1.590 -1.217
H10 -1.110 2.364 -1.708
H11 0.025 1.974 -0.816
O4 1.730 2.537 -0.462
H12 1.934 1.935 0.294
H13 2.558 2.610 -0.925


Which structure wins on stability? model b wins.


Model a:
# C8H14N2O4

The molecule C8H14N2O4 (ωB97M-V/def2-TZVPD, the Open Molecules 2025 dataset).

Results
- frontier orbital gap (Ha) = 0.3725
- structure (SMILES) = N[C@@H](CO)C(=O)N1CCC[C@H]1C(=O)O
- total charge = 0
- E_HOMO (Eh) = -0.357

Cartesian coordinates (Å):
N1 1.461 1.673 0.559
C1 1.815 0.443 -0.236
C2 3.215 -0.104 0.024
O1 4.190 0.674 -0.541
C3 0.889 -0.677 0.287
O2 1.338 -1.614 0.985
N2 -0.449 -0.514 0.138
C4 -1.288 -1.639 0.470
C5 -2.637 -1.347 -0.095
C6 -2.378 -0.308 -1.195
C7 -1.181 0.445 -0.610
C8 -1.715 1.571 0.328
O3 -2.267 2.509 -0.201
O4 -1.508 1.397 1.619
H1 2.215 2.365 0.437
H2 1.486 1.327 1.533
H3 1.698 0.677 -1.319
H4 3.261 -1.141 -0.372
H5 3.352 -0.170 1.140
H6 3.982 0.681 -1.483
H7 -0.843 -2.536 0.056
H8 -1.312 -1.790 1.578
H9 -3.249 -0.877 0.707
H10 -3.204 -2.200 -0.491
H11 -3.261 0.374 -1.286
H12 -2.079 -0.762 -2.170
H13 -0.642 0.924 -1.451
H14 -0.889 0.618 1.589


Model b:
# C8H14N2O4

A cluster of 2 separate species, C8H14N2O4 in total (ωB97M-V/def2-TZVPD, the Open Molecules 2025 dataset).

Results
- frontier orbital gap (Ha) = 0.2703
- structure (SMILES) = CC/C([N+](=O)[O-])=[N+](\[O-])O.C=C=C(C)C
- total charge = 0
- E_HOMO (Eh) = -0.319

Cartesian coordinates (Å):
C1 -1.009 1.586 -2.055
C2 -0.578 0.308 -2.759
C3 -0.017 -0.673 -1.761
N1 -0.734 -1.727 -1.182
O1 -0.059 -2.583 -0.536
O2 -1.924 -1.735 -1.290
N2 1.274 -0.487 -1.507
O3 1.899 0.491 -2.004
O4 1.970 -1.284 -0.688
H1 -1.623 1.289 -1.194
H2 -0.153 2.253 -1.821
H3 -1.547 2.149 -2.811
H4 0.109 0.421 -3.560
H5 -1.400 -0.314 -3.185
H6 1.587 -2.131 -0.509
C4 1.490 2.063 1.293
C5 0.682 1.155 1.715
C6 -0.032 0.102 2.117
C7 -1.463 -0.066 1.948
C8 0.686 -1.061 2.771
H7 1.712 2.250 0.176
H8 1.955 2.669 1.943
H9 -1.576 -0.577 0.964
H10 -2.050 0.802 1.965
H11 -1.785 -0.800 2.799
H12 0.686 -2.021 2.272
H13 0.123 -1.242 3.762
H14 1.780 -0.838 3.135


Which structure wins on stability? model a wins.